DFT (ωB97M-V/def2-TZVPD) results for a molecular structure, C30H23I2MnN3O7S3.

Geometry as XYZ:
```
69
C30H23I2MnN3O7S3 (ωB97M-V/def2-TZVPD)
Mn 0.12 0.24 1.21
I 1.53 -4.67 1.36
C -0.23 -3.82 0.67
C -1.26 -4.61 0.12
C -2.43 -4.06 -0.33
I -3.90 -5.30 -1.14
C -2.64 -2.66 -0.24
C -3.81 -1.94 -0.57
C -3.87 -0.59 -0.35
C -2.75 0.08 0.17
N -1.63 -0.55 0.44
C -1.58 -1.90 0.28
C -0.38 -2.46 0.75
O 0.49 -1.61 1.23
H -1.12 -5.68 0.05
H -4.66 -2.47 -0.98
H -4.76 -0.03 -0.57
H -2.78 1.14 0.35
C -1.62 1.65 5.35
C -0.86 1.54 4.06
S -1.43 0.33 2.95
C 0.17 2.34 3.76
C 0.70 3.50 4.55
S 1.03 1.96 2.30
H -2.41 0.90 5.41
H -2.07 2.63 5.45
H -0.94 1.49 6.19
H 0.21 3.54 5.52
H 0.51 4.45 4.04
H 1.77 3.42 4.72
C 1.38 -5.17 -3.26
C 1.63 -3.75 -2.84
C 2.91 -3.33 -2.49
C 3.14 -2.03 -2.05
C 2.08 -1.14 -1.98
C 0.80 -1.54 -2.34
C 0.59 -2.84 -2.77
S 2.34 0.47 -1.31
O 1.40 1.36 -1.96
O 3.75 0.75 -1.43
N 1.93 0.36 0.24
C 3.03 -0.19 1.05
C 2.66 -0.31 2.50
O 3.34 -0.79 3.35
O 1.42 0.21 2.82
H 2.31 -5.69 -3.50
H 0.73 -5.21 -4.14
H 0.88 -5.73 -2.47
H 3.74 -4.03 -2.54
H 4.14 -1.70 -1.80
H -0.02 -0.83 -2.30
H -0.41 -3.15 -3.06
H 3.92 0.44 1.00
H 3.34 -1.20 0.74
O 0.28 3.49 1.30
C -0.17 3.05 0.21
N -0.41 1.76 -0.05
C -0.89 1.69 -1.41
O -1.35 0.72 -1.94
C -0.86 3.07 -1.96
C -1.17 3.55 -3.21
C -1.05 4.92 -3.41
C -0.65 5.77 -2.38
C -0.34 5.28 -1.12
C -0.46 3.92 -0.94
H -1.47 2.88 -4.00
H -1.27 5.34 -4.39
H -0.57 6.83 -2.58
H -0.02 5.93 -0.32
```

Values from the calculation:
E_tot	-4788.9053	Ha
ΔE to the lowest compared entry with this formula, charge and spin	0.0	kJ/mol
Kohn-Sham gap (spin up / spin down)	6.5 / 6.6	eV
total charge	0
spin multiplicity	2